1.
{
  "formula": "C12H48N2O11",
  "method": "ωB97M-V/def2-TZVPD",
  "symbols": ["C", "O", "C", "C", "C", "N", "H", "H", "H", "H", "H", "H", "H", "H", "H", "H", "H", "C", "O", "C", "C", "C", "N", "H", "H", "H", "H", "H", "H", "H", "H", "H", "H", "H", "C", "O", "H", "H", "H", "H", "C", "O", "H", "H", "H", "H", "C", "O", "H", "H", "H", "H", "C", "O", "H", "H", "H", "H", "O", "H", "H", "O", "H", "H", "O", "H", "H", "O", "H", "H", "O", "H", "H"],
  "coordinates": [[-4.36734, 1.04823, 4.37342], [-4.74361, 1.69269, 3.16711], [-3.67451, 2.31316, 2.51874], [-2.88228, 1.35413, 1.63551], [-1.64304, 2.05558, 1.10842], [-3.69116, 0.94516, 0.44210], [-3.50075, 0.39578, 4.22074], [-5.22671, 0.46890, 4.68651], [-4.05628, 1.80694, 5.09917], [-4.04200, 3.13917, 1.91037], [-2.97071, 2.75918, 3.24445], [-2.59293, 0.44258, 2.15280], [-1.83666, 2.94066, 0.49953], [-1.03429, 1.41573, 0.46016], [-0.98726, 2.31592, 1.94710], [-3.83661, 1.77933, -0.11790], [-4.59933, 0.62490, 0.76477], [1.10355, 4.59195, 2.04369], [1.90004, 3.49589, 2.38912], [1.91983, 2.45008, 1.44482], [3.04089, 2.51061, 0.40053], [2.79515, 3.56144, -0.66954], [3.17340, 1.20343, -0.24556], [1.04983, 5.24895, 2.91467], [0.07384, 4.27999, 1.82566], [1.51968, 5.17192, 1.21823], [1.96095, 1.50327, 1.98933], [0.97191, 2.42530, 0.87334], [3.96740, 2.70578, 0.95357], [3.00657, 4.56276, -0.27538], [1.75658, 3.58591, -1.00437], [3.47850, 3.44312, -1.50980], [2.64929, 1.13318, -1.10952], [2.81972, 0.40881, 0.27768], [-2.33215, -5.41904, 0.94013], [-1.98263, -4.05973, 0.71870], [-1.54992, -6.10108, 0.58892], [-2.56705, -5.62527, 1.98412], [-3.21455, -5.61297, 0.33185], [-1.30564, -3.79498, 1.34847], [0.61927, -1.08238, 0.01774], [1.99002, -1.50000, -0.03535], [0.45379, -0.53010, 0.94299], [0.35407, -0.51646, -0.87448], [-0.06384, -1.93808, 0.03463], [1.99822, -2.43109, -0.27233], [2.04150, 0.20026, -4.54616], [2.04648, 0.59002, -3.18783], [1.18000, 0.58735, -5.08919], [2.95324, 0.51671, -5.06993], [2.00477, -0.89269, -4.67171], [2.53311, -0.13099, -2.75089], [-3.11940, -1.45194, -1.94039], [-2.12609, -0.51485, -1.62116], [-4.11917, -1.08932, -1.68447], [-3.08979, -1.61459, -3.01552], [-2.93266, -2.38773, -1.40427], [-2.25737, -0.16798, -0.72639], [3.05357, -4.12179, -0.97467], [2.13929, -4.15510, -1.30151], [3.18388, -4.95907, -0.51908], [0.30519, -4.08050, -1.53241], [0.28942, -4.18318, -2.49007], [-0.55344, -4.40521, -1.23600], [-0.70794, 1.62944, -2.74246], [-1.27955, 1.04551, -2.22283], [0.09943, 1.11343, -2.86447], [4.19899, -2.69740, 1.56671], [3.77401, -2.97933, 0.74972], [4.38637, -1.76622, 1.41547], [4.04335, -1.37556, -2.39697], [4.23717, -1.75071, -3.26158], [3.81441, -2.12781, -1.83679]],
  "atomic_forces_ev_per_a": [[0.404, 0.373, -0.509], [-0.507, -0.157, 0.038], [1.132, -0.062, 0.407], [-0.572, 0.592, -1.626], [0.791, -0.387, 0.267], [0.480, -0.179, 0.796], [-0.130, -0.178, -0.007], [-0.004, -0.004, 0.297], [-0.264, -0.119, 0.232], [-0.228, -0.052, -0.106], [-0.218, -0.034, 0.078], [-0.045, -0.028, 0.261], [-0.293, 0.129, 0.224], [-0.218, -0.138, 0.079], [-0.148, 0.166, -0.148], [-0.139, -0.063, -0.088], [-0.029, 0.039, -0.100], [-0.305, 0.395, 0.288], [0.282, -0.246, 0.263], [-0.621, 0.008, -0.784], [-0.166, -0.691, 0.222], [0.387, 0.860, 0.460], [-0.164, -0.393, -0.250], [0.116, -0.060, -0.008], [0.120, 0.069, -0.238], [-0.123, -0.049, -0.145], [0.274, 0.065, 0.151], [0.184, 0.049, 0.208], [0.018, 0.184, -0.183], [-0.035, -0.110, 0.037], [0.033, -0.319, -0.169], [-0.134, -0.248, -0.089], [0.102, 0.510, -0.118], [0.316, 0.254, 0.400], [-0.053, -0.109, -0.294], [0.127, 0.052, -0.155], [0.052, 0.011, 0.185], [0.017, -0.012, 0.024], [-0.061, 0.025, 0.108], [0.008, -0.033, 0.027], [-0.032, -0.551, -0.040], [-0.558, 0.012, -0.023], [0.070, 0.287, -0.134], [0.054, 0.289, 0.146], [0.138, -0.020, -0.012], [0.056, -0.014, 0.058], [0.313, -0.432, -0.759], [-0.223, -0.550, -0.175], [-0.043, 0.276, 0.273], [-0.100, 0.201, 0.117], [-0.097, 0.093, 0.230], [0.194, 0.282, 0.308], [-0.260, -0.108, 0.225], [0.681, 0.290, 0.036], [0.009, -0.003, 0.042], [0.077, -0.078, -0.024], [-0.141, -0.111, -0.127], [-0.652, -0.095, 0.011], [-0.017, 0.203, -0.099], [-0.053, -0.213, 0.180], [0.090, -0.008, 0.017], [0.063, -0.150, -0.334], [-0.098, 0.099, -0.048], [-0.063, 0.175, 0.300], [-0.027, 0.121, 0.167], [-0.049, -0.084, -0.386], [0.228, 0.113, 0.046], [0.160, -0.138, 0.050], [0.008, 0.010, 0.012], [-0.045, 0.065, 0.007], [-0.236, 0.032, -0.168], [0.120, -0.089, 0.032], [0.048, -0.020, 0.036]],
  "e_lumo_ev": -0.15,
  "de_lowest_ev": 0.000,
  "orbital_gap_ev": 8.110,
  "homo_energy_ev": -8.264,
  "multiplicity": 1,
  "smiles": "COC[C@H](C)N.COC[C@H](C)N.CO.CO.CO.CO.O.O.O.O.O"
}

2.
{
  "formula": "C12H48O12",
  "method": "ωB97M-V/def2-TZVPD",
  "symbols": ["C", "O", "H", "H", "H", "H", "C", "O", "H", "H", "H", "H", "C", "O", "H", "H", "H", "H", "C", "O", "H", "H", "H", "H", "C", "O", "H", "H", "H", "H", "C", "O", "H", "H", "H", "H", "C", "O", "H", "H", "H", "H", "C", "O", "H", "H", "H", "H", "C", "O", "H", "H", "H", "H", "C", "O", "H", "H", "H", "H", "C", "O", "H", "H", "H", "H", "C", "O", "H", "H", "H", "H"],
  "coordinates": [[-2.25721, 3.08183, -1.70015], [-2.78078, 2.68929, -3.00765], [-1.80681, 2.16750, -1.31036], [-1.47974, 3.81030, -1.91535], [-3.04588, 3.43909, -1.04464], [-3.73287, 2.80509, -2.97310], [0.85309, -3.37413, 2.27937], [1.13548, -4.62846, 2.89746], [1.78929, -2.87134, 2.00895], [0.37859, -3.58378, 1.32718], [0.25396, -2.73317, 2.92535], [1.69765, -4.47139, 3.65998], [1.29492, 5.80124, -0.62562], [0.33040, 4.92579, -0.05214], [2.22388, 5.68698, -0.05880], [1.48036, 5.56275, -1.68027], [0.92152, 6.82121, -0.56945], [0.80740, 4.09951, 0.08258], [3.24913, 2.26162, -0.13311], [2.78754, 2.75398, 1.11720], [2.79232, 2.86414, -0.91626], [4.33216, 2.30325, -0.26883], [2.97921, 1.21105, -0.29208], [3.19105, 2.29996, 1.86228], [-1.16911, -0.51098, -3.74813], [-1.60602, -1.88697, -3.84011], [-0.62137, -0.36317, -4.68961], [-1.98594, 0.21647, -3.79833], [-0.53187, -0.17038, -2.93928], [-2.18421, -1.84859, -4.60762], [2.10204, 0.53419, -3.38195], [3.52153, 0.69857, -3.33086], [1.81129, -0.35757, -2.81711], [1.58586, 1.33154, -2.83090], [1.76426, 0.50337, -4.41732], [3.70009, 1.60123, -3.06156], [3.14746, -2.69929, -0.98522], [1.72739, -2.48327, -1.06161], [3.57997, -1.87056, -0.42879], [3.29082, -3.56793, -0.33612], [3.57443, -2.83938, -1.97379], [1.36941, -3.26705, -1.51059], [-2.98080, -2.88975, 2.23588], [-2.85221, -2.10131, 1.09041], [-3.99229, -2.87964, 2.67388], [-2.81149, -3.94788, 2.03225], [-2.30123, -2.57734, 3.03977], [-2.98824, -1.16468, 1.32067], [0.33602, 1.01568, 4.08005], [-0.79819, 1.11313, 3.24979], [0.99507, 1.89303, 4.07342], [-0.02667, 0.89320, 5.10022], [0.98587, 0.16665, 3.83056], [-0.48658, 1.18780, 2.33430], [0.04074, 0.00052, 0.23438], [0.27765, 1.40510, 0.43563], [0.17622, -0.22653, -0.82778], [0.76657, -0.57362, 0.80832], [-1.01144, -0.19260, 0.43188], [1.22611, 1.55790, 0.42770], [-3.48153, 0.35649, 3.72836], [-2.64110, 0.38632, 2.59526], [-3.34439, -0.54043, 4.33841], [-3.40807, 1.26044, 4.33811], [-4.52102, 0.33308, 3.39109], [-1.74590, 0.65079, 2.85566], [-1.11785, -3.52789, -1.24968], [-0.41067, -3.96538, -2.42602], [-0.61524, -4.10593, -0.47450], [-0.98776, -2.45260, -1.12012], [-2.18389, -3.75431, -1.31540], [-0.56840, -3.26277, -3.08617]],
  "atomic_forces_ev_per_a": [[0.165, -0.982, -1.424], [-0.259, 0.305, 0.507], [0.063, 0.282, 0.475], [-0.085, 0.217, 0.518], [0.155, 0.182, 0.079], [-0.001, -0.054, -0.151], [0.789, -0.301, -0.121], [-0.119, 0.058, -0.033], [-0.033, 0.181, 0.148], [-0.395, 0.072, 0.155], [-0.205, 0.073, -0.143], [-0.020, -0.014, 0.022], [0.031, -0.343, 0.121], [0.172, -0.003, -0.250], [0.120, 0.415, -0.177], [0.009, 0.029, 0.039], [0.042, -0.014, 0.118], [-0.393, -0.145, 0.230], [0.461, -0.451, -0.099], [-0.179, 0.267, -0.194], [-0.107, 0.051, 0.066], [0.043, 0.228, 0.232], [-0.097, 0.001, -0.057], [0.176, -0.106, -0.187], [-0.082, 0.644, -2.046], [0.051, 0.996, 0.817], [0.302, 0.422, 0.329], [-0.256, -0.340, 0.289], [-0.017, -1.058, 0.463], [-0.073, -0.491, 0.080], [-0.030, 0.139, 0.729], [-0.197, -0.031, 0.186], [0.240, -0.269, -0.442], [0.048, 0.204, -0.364], [-0.117, -0.084, 0.086], [0.112, 0.033, -0.131], [-1.100, -0.292, 0.898], [0.589, -0.059, -0.276], [0.110, 0.275, -0.399], [0.421, -0.224, -0.306], [0.303, 0.097, 0.024], [-0.368, 0.275, -0.064], [-0.465, -0.124, 1.026], [-0.034, 0.052, -0.604], [0.017, 0.291, -0.175], [0.355, 0.149, -0.420], [0.083, -0.050, -0.116], [0.146, -0.220, 0.411], [0.815, -0.304, 0.896], [6.453, 2.994, 1.315], [-0.468, 0.177, -0.254], [0.043, -0.067, -0.067], [-0.342, -0.102, -0.052], [0.542, 0.691, -0.451], [0.205, 0.571, -1.091], [-0.444, -0.065, 0.499], [0.206, -0.219, 0.131], [-0.394, -0.395, 0.130], [0.165, -0.189, 0.528], [-0.097, 0.094, 0.187], [-0.356, 0.033, -0.683], [-4.933, -1.810, -1.820], [0.212, 0.018, 0.180], [0.322, 0.023, 0.153], [0.001, -0.052, -0.062], [-2.289, -1.517, 0.459], [0.535, -0.462, -0.593], [-0.016, 0.689, -0.270], [-0.526, 0.310, 0.446], [-0.026, -0.112, 0.328], [0.085, -0.046, 0.129], [-0.067, -0.546, 0.095]],
  "e_lumo_ev": -0.01,
  "de_lowest_ev": 7.144,
  "orbital_gap_ev": 9.362,
  "homo_energy_ev": -9.376,
  "multiplicity": 1
}